DFT (ωB97M-V with the def2-TZVPD basis set) results for 2 unconnected molecules or ions with the total composition C11H15N in a non-equilibrium geometry.

```
27
Properties=species:S:1:pos:R:3:forces:R:3:nbo_charge:R:1
C -1.784 -1.296 0.918 0.53 -0.56 -0.98 -0.636
C -0.995 1.293 -1.686 1.54 -0.82 -0.27 0.142
C -0.987 0.895 -0.338 -0.97 0.79 0.67 -0.104
C -1.430 -0.455 -0.282 -0.88 -0.63 0.29 -0.078
C -1.730 -0.837 -1.559 0.91 0.50 0.49 -0.041
C -0.397 2.487 -2.120 -0.74 -0.06 0.19 -0.242
C -0.137 3.409 -1.138 0.18 0.36 0.18 -0.215
C -0.827 1.900 0.642 -0.11 0.44 -0.37 -0.191
C -0.427 3.147 0.217 0.44 -0.22 -0.05 -0.241
N -1.376 0.192 -2.406 -0.66 -0.17 -0.36 -0.516
H -1.390 0.126 -3.400 -0.03 0.08 -0.39 0.406
H -0.235 2.691 -3.170 0.01 0.05 0.01 0.214
H -2.160 -1.772 -1.876 0.11 0.05 -0.30 0.212
H 0.288 4.373 -1.393 -0.03 -0.03 -0.08 0.210
H -1.141 1.821 1.675 0.35 -0.58 0.05 0.215
H -1.615 -2.337 0.626 -0.21 -0.06 0.02 0.214
H -2.850 -1.202 1.121 0.15 0.16 0.67 0.220
H -0.241 3.910 0.959 -0.15 0.18 -0.03 0.209
H -1.098 -1.173 1.754 -0.40 0.48 0.28 0.222
C 2.850 -1.937 2.089 -1.02 -1.10 0.86 -0.602
C 2.276 -2.355 0.735 0.00 1.00 0.71 -0.607
H 2.143 -2.129 2.905 -0.03 -0.03 -0.03 0.192
H 3.697 -2.593 2.293 0.30 0.45 0.15 0.199
H 3.083 -0.880 2.178 0.35 0.01 -0.35 0.207
H 3.115 -2.116 0.108 -0.12 -0.23 -1.23 0.203
H 1.976 -3.395 0.668 0.32 -0.21 0.11 0.202
H 1.392 -1.767 0.482 0.17 0.14 -0.23 0.205
```
Positions in Å, forces in eV/Å.

Computed properties:
HOMO energy	-7.82	eV
orbital gap	8.719	eV
SMILES	Cc1c[nH]c2ccccc12.CC
spin multiplicity	1



DFT (ωB97M-V with the def2-TZVPD basis set) results for 2 unconnected molecules or ions with the total composition C11H15N in a non-equilibrium geometry.

```
27
Properties=species:S:1:pos:R:3:forces:R:3:nbo_charge:R:1
C -2.611 -0.040 -0.112 -1.96 2.05 1.80 -0.631
C -0.062 -1.258 2.197 1.37 0.24 2.35 0.147
C -0.364 -0.643 0.994 -0.85 -1.53 -0.44 -0.111
C -1.759 -0.223 1.108 1.87 -0.28 -0.98 -0.086
C -2.071 -0.386 2.417 -0.72 0.43 -0.16 -0.040
C 1.173 -1.858 2.492 -0.47 -0.54 -0.51 -0.239
C 1.996 -2.082 1.432 0.98 0.70 -1.06 -0.208
C 1.698 -1.562 0.117 0.43 -0.36 1.39 -0.248
C 0.549 -0.862 -0.065 -0.44 1.74 -1.61 -0.183
N -1.043 -0.994 3.126 -1.39 0.98 -1.14 -0.535
H 1.454 -2.228 3.473 -0.23 0.18 0.00 0.215
H 2.979 -2.476 1.662 -0.03 -0.28 -0.36 0.208
H -1.236 -1.348 4.041 0.62 -0.29 0.13 0.415
H 2.398 -1.592 -0.711 0.10 -0.32 0.28 0.216
H -2.977 -0.003 2.863 -0.05 -0.53 0.34 0.207
H 0.474 -0.303 -1.048 -0.42 -0.88 1.20 0.214
H -3.638 -0.233 0.272 0.36 -0.15 -0.66 0.215
H -2.384 -0.745 -0.891 0.24 -0.01 -0.37 0.226
H -2.705 1.037 -0.434 0.58 -1.14 -0.21 0.219
C 0.281 2.272 -3.285 1.43 -0.95 -0.32 -0.623
C 1.532 2.085 -2.448 3.55 0.75 0.15 -0.653
H -0.279 1.338 -3.400 -0.66 0.58 0.69 0.214
H -0.128 3.193 -2.913 -1.35 -0.16 0.19 0.220
H 0.547 2.484 -4.316 0.40 0.19 -0.17 0.209
H 2.474 1.585 -2.783 -1.29 -0.89 -0.86 0.210
H 1.600 1.824 -1.400 -1.42 -0.39 0.36 0.220
H 2.101 3.018 -2.389 -0.65 0.87 -0.03 0.205
```
Positions in Å, forces in eV/Å.

Computed properties:
HOMO energy	-7.86	eV
orbital gap	8.812	eV
SMILES	Cc1c[nH]c2ccccc12.CC
spin multiplicity	1



DFT (ωB97M-V with the def2-TZVPD basis set) results for a single C11H15NO3 molecule in a non-equilibrium geometry.

```
30
Properties=species:S:1:pos:R:3:forces:R:3:nbo_charge:R:1
C 1.571 2.170 -0.630 0.52 0.00 -0.07 -0.198
C 2.524 1.242 -0.603 0.02 -0.03 -0.03 -0.199
C 0.375 1.672 0.053 -0.35 -0.64 0.52 -0.055
C -0.934 2.385 0.087 0.32 -0.02 -0.23 -0.084
C -5.217 -1.083 0.146 0.18 0.11 0.02 -0.333
C -4.205 -0.236 0.305 -0.36 0.23 0.26 -0.265
C -2.916 -0.450 -0.319 0.03 0.29 0.15 0.010
C 0.609 0.444 0.513 0.50 0.24 0.19 -0.183
C 1.983 -0.014 0.067 -0.13 0.20 0.00 0.457
C 4.028 -0.888 0.902 0.07 -0.02 -0.08 -0.260
C 1.084 -2.100 -0.664 0.02 -0.04 0.04 -0.258
N -1.903 0.317 -0.330 0.12 0.13 -0.82 -0.119
O -2.026 1.519 0.349 -0.88 -0.61 0.39 -0.392
O 2.698 -0.494 1.178 -0.32 0.12 -0.04 -0.533
O 1.913 -0.990 -0.955 0.16 0.17 -0.01 -0.537
H 1.631 3.151 -1.065 0.12 0.18 -0.17 0.212
H 3.503 1.278 -1.042 0.19 0.10 -0.14 0.216
H -1.085 2.892 -0.877 -0.03 -0.02 0.11 0.181
H -0.977 3.132 0.887 -0.02 -0.05 -0.15 0.209
H -6.181 -0.916 0.595 -0.13 0.07 0.10 0.203
H -5.108 -1.975 -0.452 0.05 -0.16 -0.10 0.190
H -4.307 0.665 0.893 -0.11 0.04 0.06 0.224
H -2.773 -1.374 -0.865 0.12 -0.07 -0.10 0.192
H -0.035 -0.184 1.095 -0.16 -0.10 0.01 0.226
H 4.083 -1.438 -0.041 0.07 0.00 0.09 0.186
H 4.330 -1.534 1.723 0.08 0.02 -0.04 0.192
H 4.693 -0.020 0.858 0.02 -0.02 0.00 0.169
H 1.361 -2.877 -1.374 -0.06 -0.05 0.04 0.191
H 0.031 -1.840 -0.792 -0.02 -0.01 -0.01 0.179
H 1.252 -2.456 0.355 -0.01 -0.08 0.00 0.179
```
Positions in Å, forces in eV/Å.

Computed properties:
HOMO energy	-8.24	eV
orbital gap	8.840	eV
SMILES	C=C/C=N\OCC1=CC(OC)(OC)C=C1
spin multiplicity	1



DFT (ωB97M-V with the def2-TZVPD basis set) results for a single C11H15NO4S molecule in a non-equilibrium geometry.

```
32
Properties=species:S:1:pos:R:3:forces:R:3:nbo_charge:R:1
C 3.230 2.306 0.898 0.00 -0.06 -0.01 -0.633
C 1.816 1.820 0.826 -0.09 0.04 -0.02 0.021
C 0.963 2.245 -0.186 -0.04 -0.03 0.14 -0.218
C -0.330 1.756 -0.269 -0.13 0.07 -0.14 -0.213
C -0.769 0.845 0.669 -0.51 -0.30 -0.16 -0.277
C 0.053 0.425 1.697 0.19 -0.01 0.22 -0.196
C 1.345 0.910 1.768 -0.19 0.06 -0.03 -0.191
H 2.003 0.575 2.555 0.06 -0.05 0.10 0.215
H -0.325 -0.284 2.415 0.06 -0.11 0.11 0.236
S -2.438 0.226 0.574 -0.23 -0.21 0.36 2.292
O -2.896 0.321 -0.788 0.25 -0.02 0.12 -0.949
O -3.226 0.848 1.598 0.13 -0.10 0.20 -0.936
N -2.282 -1.382 1.033 -0.17 1.00 0.00 -0.875
H -3.008 -1.583 1.703 -0.17 0.13 0.15 0.414
C -2.145 -2.389 -0.006 0.35 -0.21 -0.57 -0.227
H -2.848 -2.193 -0.824 -0.01 -0.18 0.09 0.201
C -0.712 -2.422 -0.545 -0.07 -0.08 -0.04 -0.421
H -0.028 -2.182 0.270 -0.02 -0.13 -0.03 0.240
H -0.483 -3.435 -0.880 0.06 0.00 0.02 0.214
C -0.478 -1.438 -1.693 0.07 -0.03 0.12 -0.555
C 0.880 -0.796 -1.631 0.24 -0.12 0.15 0.813
O 1.699 -0.940 -0.762 0.10 -0.11 0.04 -0.611
O 1.100 -0.006 -2.691 -0.11 0.31 -0.64 -0.688
H 1.972 0.413 -2.624 -0.10 -0.21 0.25 0.495
H -0.579 -1.920 -2.666 -0.03 0.05 -0.03 0.240
H -1.220 -0.636 -1.666 0.17 -0.08 -0.23 0.272
H -2.388 -3.354 0.443 -0.04 0.14 0.04 0.212
H -1.000 2.062 -1.057 -0.02 0.06 -0.14 0.243
H 1.313 2.956 -0.920 0.03 0.07 -0.06 0.213
H 3.396 3.141 0.223 0.06 0.06 -0.02 0.215
H 3.478 2.616 1.911 0.07 0.05 0.05 0.223
H 3.907 1.497 0.624 0.10 -0.02 -0.03 0.230
```
Positions in Å, forces in eV/Å.

Computed properties:
HOMO energy	-9.48	eV
orbital gap	10.123	eV
SMILES	Cc1ccc(S(=O)(=O)NCCCC(=O)O)cc1
spin multiplicity	1



DFT (ωB97M-V with the def2-TZVPD basis set) results for a single C11H15NOS2 molecule.

```
30
Properties=species:S:1:pos:R:3:forces:R:3:nbo_charge:R:1
O 0.065 2.119 -1.461 -0.20 0.33 -0.13 -0.637
C 0.831 1.363 -0.889 0.42 -0.01 0.08 0.674
N 0.743 0.030 -1.000 -0.11 -0.18 -0.18 -0.434
C 1.593 -0.968 -0.383 0.41 -0.20 0.26 -0.225
C 0.837 -2.274 -0.613 0.09 0.05 -0.12 -0.405
H 0.089 -2.410 0.168 -0.01 -0.01 0.05 0.207
C 0.148 -2.032 -1.954 -0.02 0.08 0.12 -0.410
C -0.276 -0.572 -1.848 -0.40 0.11 -0.27 -0.216
H -1.256 -0.474 -1.369 0.06 0.01 -0.09 0.207
H -0.313 -0.050 -2.806 -0.05 -0.06 0.06 0.218
H 0.859 -2.162 -2.771 0.01 -0.03 -0.04 0.201
H -0.699 -2.694 -2.119 -0.02 -0.03 -0.07 0.218
H 1.499 -3.138 -0.623 0.02 -0.04 0.07 0.217
H 2.571 -0.992 -0.882 -0.01 -0.06 0.07 0.183
H 1.747 -0.754 0.676 0.00 -0.05 -0.11 0.225
C 1.946 1.903 -0.012 -0.21 0.15 0.40 -0.619
H 2.019 2.980 -0.168 0.01 -0.17 -0.16 0.245
H 2.901 1.429 -0.231 0.05 0.00 -0.01 0.239
S 1.647 1.614 1.763 0.02 0.28 0.08 0.200
C -0.070 2.231 1.912 0.62 0.02 0.00 -0.558
C -1.073 1.199 1.550 -0.53 0.02 -0.23 -0.218
C -1.096 -0.114 1.910 0.04 0.23 0.01 -0.270
C -2.218 -0.804 1.402 -0.17 -0.05 -0.06 -0.266
C -3.032 -0.003 0.669 -0.12 0.40 -0.08 -0.427
S -2.442 1.609 0.572 0.24 -0.61 0.35 0.478
H -3.948 -0.258 0.174 -0.18 -0.11 -0.10 0.235
H -2.410 -1.848 1.581 -0.07 -0.18 0.01 0.223
H -0.333 -0.568 2.517 0.18 -0.06 0.08 0.227
H -0.167 2.525 2.960 -0.02 0.08 -0.11 0.243
H -0.162 3.112 1.278 -0.05 0.08 0.10 0.244
```
Positions in Å, forces in eV/Å.

Computed properties:
HOMO energy	-8.50	eV
orbital gap	9.169	eV
SMILES	O=C(CSCc1cccs1)N1CCCC1
spin multiplicity	1



DFT (ωB97M-V with the def2-TZVPD basis set) results for a molecular structure, C11H16BClN6Pb in a non-equilibrium geometry.

```
36
Properties=species:S:1:pos:R:3:forces:R:3:nbo_charge:R:1
C 0.006 3.189 0.904 -0.09 0.08 -0.43 -0.012
N 0.185 1.935 0.478 -0.11 0.17 -0.46 -0.472
N 0.346 1.971 -0.894 -0.14 -0.05 1.45 -0.339
C 0.251 3.279 -1.268 0.06 0.44 -0.08 0.060
C 0.032 4.113 -0.135 0.14 -0.69 -0.78 -0.314
B 0.561 0.589 -1.628 1.63 -0.10 -0.26 0.554
N 1.702 -0.386 -1.038 -0.21 0.38 0.60 -0.343
N 1.786 -0.699 0.309 0.35 -0.34 0.20 -0.406
C 2.867 -1.507 0.458 -0.49 0.65 -1.63 -0.009
C 3.507 -1.734 -0.785 -1.47 0.88 0.14 -0.311
C 2.715 -1.020 -1.702 0.44 -0.14 1.10 0.025
Pb 0.246 0.388 2.236 2.47 0.29 -1.47 1.482
N -0.758 -0.280 -1.613 -1.69 -0.52 -2.81 -0.244
N -1.319 -0.824 -0.458 -3.04 -1.43 -0.45 -0.197
C -2.469 -1.433 -0.854 2.52 1.47 0.10 -0.030
C -2.639 -1.325 -2.276 0.27 -0.10 1.40 0.003
C -1.508 -0.605 -2.696 2.32 1.31 1.35 0.093
H -3.176 -1.905 -0.221 -0.13 -0.33 0.81 0.248
H -1.232 -0.317 -3.695 0.15 0.15 -0.05 0.273
H -3.462 -1.686 -2.843 -0.41 -0.21 -0.49 0.268
H 0.870 0.806 -2.773 -0.36 -0.09 0.22 -0.001
H 2.866 -0.919 -2.764 -0.19 0.15 -0.05 0.246
H 0.355 3.563 -2.324 -0.06 -0.24 0.66 0.257
H 4.408 -2.313 -0.945 -0.29 0.14 -0.15 0.268
H -0.094 5.215 -0.027 0.20 -1.27 -0.48 0.285
H 3.183 -1.929 1.388 -0.15 0.11 0.53 0.226
H -0.162 3.379 1.948 0.02 0.12 0.33 0.223
H -0.414 -1.911 1.884 0.87 -0.08 1.29 0.211
C 0.039 -2.305 2.868 0.96 0.77 -0.93 -0.899
H 0.803 -3.005 2.492 -0.95 -0.61 0.46 0.280
H 0.708 -1.662 3.530 -1.08 -0.33 -0.88 0.228
H -0.819 -2.590 3.458 0.19 -0.88 0.23 0.263
Cl -2.326 1.184 3.583 -0.31 -0.04 -0.02 0.156
C -2.108 0.379 2.073 -2.49 0.39 0.44 -0.564
H -2.505 -0.642 2.089 0.50 0.17 -0.01 0.240
H -2.446 1.006 1.241 0.55 -0.22 0.09 0.253
```
Positions in Å, forces in eV/Å.

Computed properties:
HOMO energy (alpha / beta)	-15.19 / -15.15	eV
orbital gap (alpha / beta)	5.208 / 4.357	eV
charge	+2
spin multiplicity	1



DFT (ωB97M-V with the def2-TZVPD basis set) results for a molecular structure, C11H16BF2IN3OPtS4Sb.

```
41
Properties=species:S:1:pos:R:3:forces:R:3:nbo_charge:R:1
Pt 0.968 -0.055 -0.151 -0.01 0.05 -0.01 0.580
S -2.728 4.154 -1.622 -0.03 0.20 -0.05 -0.897
Sb -2.210 2.202 -0.552 0.00 -0.25 0.06 1.107
S -0.316 -0.932 -1.797 -0.26 0.03 -0.23 -0.409
S 0.195 2.123 -0.450 0.00 0.10 -0.11 -0.790
S -3.089 1.936 1.565 -0.05 0.02 0.07 -0.927
C 3.358 2.979 0.785 0.00 0.00 -0.01 -0.413
N 2.429 2.886 1.899 -0.05 0.01 -0.04 -0.453
C 1.716 4.121 2.194 0.01 -0.01 -0.01 -0.212
C 0.945 3.961 3.488 0.00 -0.01 -0.01 -0.413
C 0.014 2.775 3.356 0.04 -0.04 0.03 -0.219
N 0.759 1.592 2.927 -0.08 0.06 -0.09 -0.433
C 0.046 0.317 2.992 0.17 -0.01 -0.04 -0.411
C 1.779 1.689 2.051 -0.05 0.11 0.07 0.859
O 2.217 0.676 1.452 0.13 -0.17 0.10 -0.740
H 2.828 3.179 -0.153 0.01 0.00 0.02 0.216
H 3.904 2.046 0.681 0.00 0.00 0.00 0.240
H 4.057 3.793 0.991 0.00 0.00 -0.01 0.175
H 1.033 4.352 1.367 0.01 0.02 0.02 0.220
H 2.453 4.924 2.267 0.01 -0.01 0.02 0.183
H 0.365 4.862 3.696 0.00 -0.01 -0.01 0.211
H 1.647 3.802 4.312 -0.01 0.02 0.01 0.191
H -0.791 2.970 2.641 -0.01 0.01 0.00 0.252
H -0.452 2.542 4.316 0.01 0.00 0.00 0.190
H -0.887 0.480 3.524 -0.02 -0.02 -0.02 0.214
H 0.657 -0.434 3.496 0.00 0.01 -0.01 0.197
H -0.182 -0.051 1.985 -0.14 0.06 0.15 0.237
F -1.817 -1.811 0.377 -0.07 0.05 -0.02 -0.513
B -1.689 -1.667 -0.953 0.25 -0.20 0.01 0.987
F -2.683 -2.252 -1.657 -0.08 0.04 0.01 -0.523
I 4.037 -0.802 -1.590 0.15 -0.05 -0.05 0.057
C 3.293 -1.840 0.082 -0.04 -0.02 0.05 0.049
C 4.158 -2.433 0.951 0.09 0.02 -0.12 -0.306
C 3.654 -3.143 2.063 0.04 -0.04 0.03 -0.356
C 2.244 -3.248 2.145 -0.13 -0.02 -0.04 -0.277
C 1.447 -2.638 1.224 -0.14 -0.17 0.01 -0.027
N 1.923 -1.873 0.171 0.22 0.19 0.19 -0.635
H 5.222 -2.352 0.770 -0.01 -0.01 0.00 0.204
H 4.312 -3.590 2.794 0.00 0.02 0.00 0.185
H 1.770 -3.818 2.936 0.00 0.00 -0.01 0.193
H 0.366 -2.713 1.263 0.03 0.02 0.05 0.207
```
Positions in Å, forces in eV/Å.

Computed properties:
HOMO energy (alpha / beta)	0.16 / -1.82	eV
orbital gap (alpha / beta)	3.900 / 5.863	eV
charge	-2
spin multiplicity	3



Ordered energy above the lowest of the compared OMol25 structures with the same formula, charge and spin results: 63.6 165.6 479.6 33.2 0.0 94.0 0.0; unit kJ/mol.